Formula: C7H8N4O2S
Source: the OMol25 dataset
Level of theory: ωB97M-V/def2-TZVPD

## Properties
Orbital gap (alpha / beta), eV: 8.08 / 8.08
Energy above the lowest of the compared OMol25 structures with the same formula, charge and spin, kcal per mole: 11.2
Total energy, a.u.: -1039.16766
LUMO level (alpha / beta), eV: -0.7 / -0.7
Max |F|, Eh/bohr: 0.091
2S+1: 1

Last column: natural (NBO) charge in e.
CARTESIAN COORDINATES (ANGSTROEM)
C1 -1.8909 -1.5116 -0.0673  -0.02
C2 -3.0610 -0.6312 -0.1275  0.09
C3 1.5824 0.4021 0.2076  -0.35
C4 2.7550 1.0671 0.3759  -0.09
C5 0.3048 1.1380 -0.0570  0.63
C6 -5.1272 0.2544 0.1663  0.75
C7 4.0662 0.4745 0.3623  -0.65
N1 -0.6931 -1.0922 -0.0703  -0.16
N2 -4.3355 -0.9149 0.0070  -0.55
N3 -0.8317 0.4136 -0.1600  -0.47
N4 -6.4713 0.2289 0.2678  -0.79
O1 0.2506 2.3305 -0.2758  -0.60
O2 -4.6205 1.3801 0.1011  -0.64
S1 -2.4666 1.0651 -0.0805  0.66
H1 -2.1361 -2.6148 0.0171  0.23
H2 1.4069 -0.6286 0.0397  0.22
H3 2.4980 2.1234 0.5268  0.23
H4 4.2225 0.6798 -0.7333  0.25
H5 4.0178 -0.6860 0.4892  0.21
H6 4.7440 0.7595 1.0851  0.23
H7 -6.9644 -0.6314 0.0555  0.40
H8 -6.9525 1.0827 0.2400  0.41